(1)
Molecular formula: C22H41ClCoNOP3
Method: DFT, ωB97M-V with the def2-TZVPD basis set

Geometry as ORCA input:
```
! wB97M-V def2-TZVPD RIJCOSX def2/J DEFGRID3
* xyz 3 5
Co 0.438 -0.456 1.086
P 1.911 -1.185 2.420
P 1.374 1.950 0.277
P -0.574 -2.075 0.314
H 0.131 2.288 -6.709
C -0.791 1.806 -6.372
C -1.814 2.484 -5.840
H -1.799 3.563 -5.685
C 3.243 -2.171 1.612
C 2.829 -0.049 3.533
C 1.339 -2.429 3.659
C 1.416 3.275 -0.926
C 1.196 2.723 1.902
C 2.981 1.132 0.181
C -1.944 -1.647 -0.798
C -1.355 -3.153 1.567
C 0.566 -3.150 -0.610
H -0.890 0.740 -6.581
H -2.749 1.978 -5.604
H 3.926 -2.562 2.381
H 3.817 -1.538 0.923
H 2.812 -3.018 1.059
H 3.658 -0.588 4.007
H 2.160 0.306 4.325
H 3.251 0.818 3.020
H 2.197 -3.026 4.001
H 0.585 -3.116 3.253
H 0.917 -1.925 4.539
H 2.173 4.026 -0.668
H 0.433 3.748 -0.955
H 1.623 2.865 -1.919
H 1.824 3.621 1.989
H 1.452 2.058 2.740
H 0.151 3.032 2.017
H 3.642 1.714 -0.474
H 2.832 0.153 -0.291
H 3.483 0.984 1.149
H -2.880 -2.139 -0.500
H -1.674 -1.937 -1.822
H -2.076 -0.555 -0.777
H -2.325 -3.487 1.177
H -1.532 -2.613 2.507
H -0.713 -4.021 1.756
H 0.034 -3.614 -1.448
H 0.958 -3.917 0.071
H 1.399 -2.555 -1.008
C -1.307 1.010 -2.852
C -0.042 0.381 -3.158
C -0.003 -0.834 -3.820
C -1.163 -1.479 -4.280
C -2.406 -0.843 -4.115
C -2.473 0.388 -3.483
O -1.397 1.994 -2.057
H 0.245 1.165 -0.231
H 0.871 0.847 -2.771
H 0.970 -1.293 -4.009
H -1.084 -2.452 -4.786
H -3.310 -1.325 -4.500
H -3.422 0.917 -3.396
Cl -3.504 3.461 1.948
C -2.708 2.090 2.610
C -2.761 1.790 3.974
C -1.985 0.721 4.418
C -1.165 0.035 3.521
N -1.095 0.369 2.216
C -1.957 1.297 1.723
H -3.379 2.388 4.639
H -1.987 0.397 5.453
H -0.568 -0.818 3.840
H -2.008 1.454 0.638
*
```

Orbital gap (alpha / beta) (hartree): 0.2343 / 0.1757
E (eV): -105003.7493

=====

(2)
Molecular formula: C22H41ClNP3SSn
Method: DFT, ωB97M-V with the def2-TZVPD basis set

Geometry as ORCA input:
```
! wB97M-V def2-TZVPD RIJCOSX def2/J DEFGRID3
* xyz 4 1
Sn -0.383 0.179 -0.966
P 1.890 1.020 0.596
P -2.167 1.818 -0.035
P 0.729 1.321 -2.944
H -0.990 -2.808 -0.225
C -0.108 -2.814 -0.898
C 1.176 -2.787 -0.473
H 1.434 -2.871 0.583
C 2.382 0.527 2.297
C 1.897 2.845 0.829
C 3.550 0.777 -0.163
C -3.679 1.171 -0.808
C -2.649 2.091 1.686
C -1.890 3.488 -0.681
C 1.998 0.236 -3.638
C 1.457 2.953 -2.761
C -0.738 1.402 -4.009
H -0.357 -2.791 -1.968
H 1.977 -2.589 -1.161
H 2.271 -0.561 2.405
H 1.763 1.030 3.046
H 3.435 0.805 2.459
H 1.081 3.117 1.510
H 1.764 3.377 -0.121
H 2.849 3.153 1.285
H 3.758 -0.300 -0.215
H 4.312 1.242 0.480
H 3.622 1.204 -1.170
H -4.476 1.919 -0.695
H -3.977 0.238 -0.305
H -3.527 0.947 -1.872
H -3.524 2.759 1.686
H -1.829 2.560 2.244
H -2.899 1.147 2.176
H -2.749 4.100 -0.371
H -1.804 3.502 -1.778
H -0.972 3.913 -0.248
H 2.114 0.475 -4.707
H 1.707 -0.821 -3.538
H 2.952 0.372 -3.109
H 1.672 3.360 -3.768
H 2.401 2.899 -2.189
H 0.775 3.641 -2.230
H -0.422 1.521 -5.059
H -1.428 2.210 -3.710
H -1.297 0.450 -3.930
C -0.768 -2.995 -5.867
C -1.795 -2.860 -6.833
C -1.941 -3.775 -7.868
C -1.017 -4.816 -8.027
C 0.061 -4.911 -7.134
C 0.198 -4.000 -6.077
S -0.422 -1.736 -4.647
H -1.138 -1.772 -3.392
H -2.434 -1.978 -6.759
H -2.781 -3.686 -8.547
H -1.138 -5.541 -8.831
H 0.803 -5.710 -7.257
H 1.098 -4.003 -5.443
Cl -0.888 0.526 5.783
C -0.903 -0.626 4.544
C -1.019 -1.988 4.806
C -0.940 -2.863 3.731
C -0.773 -2.344 2.430
N -0.767 -1.030 2.192
C -0.729 -0.185 3.222
H -1.117 -2.313 5.844
H -0.984 -3.953 3.862
H -0.610 -3.021 1.584
H -0.544 0.848 2.979
*
```

Orbital gap (alpha / beta) (hartree): 0.1294 / 0.1441
E (eV): -81981.8919

=====

(3)
Molecular formula: C22H41N2O2P3W
Method: DFT, ωB97M-V with the def2-TZVPD basis set

Geometry as ORCA input:
```
! wB97M-V def2-TZVPD RIJCOSX def2/J DEFGRID3
* xyz 4 3
P -1.692 1.343 2.403
C -1.275 0.454 3.888
H -1.978 0.747 4.681
H -0.255 0.700 4.211
H -1.350 -0.626 3.705
C -0.840 2.915 2.361
H -1.063 3.498 1.460
H 0.248 2.790 2.451
H -1.194 3.483 3.236
C -3.460 1.618 2.281
H -3.777 2.234 3.134
H -3.983 0.653 2.308
H -3.706 2.139 1.347
P -2.285 -1.602 -1.939
C -2.203 -3.159 -1.025
H -2.813 -3.920 -1.532
H -2.569 -3.001 -0.006
H -1.160 -3.485 -0.981
C -4.084 -1.299 -2.035
H -4.315 -0.484 -2.731
H -4.448 -1.023 -1.037
H -4.594 -2.215 -2.365
C -1.833 -2.128 -3.630
H -2.628 -2.762 -4.048
H -0.896 -2.695 -3.580
H -1.682 -1.261 -4.283
P 2.723 -0.199 -1.595
C 3.794 -1.496 -1.015
H 4.793 -1.326 -1.442
H 3.411 -2.471 -1.339
H 3.867 -1.478 0.079
C 2.840 -0.079 -3.379
H 3.904 -0.170 -3.644
H 2.457 0.883 -3.740
H 2.279 -0.897 -3.850
C 3.215 1.355 -0.863
H 4.066 1.730 -1.453
H 3.553 1.208 0.170
H 2.416 2.107 -0.881
W -0.989 0.692 -1.332
C -1.403 0.151 0.927
O -1.664 -1.034 1.207
C 0.903 -0.716 -1.289
O 0.746 -1.949 -1.202
C -0.693 1.432 -3.258
C 0.105 2.142 -2.349
C -0.471 2.714 -1.202
C -1.847 2.550 -0.955
C -2.642 1.838 -1.860
C -2.063 1.273 -3.008
H -0.247 0.985 -4.141
H 1.161 2.270 -2.540
H 0.153 3.240 -0.487
H -2.296 2.981 -0.071
H -3.699 1.698 -1.657
H -2.679 0.736 -3.717
C 3.594 1.030 3.700
C 2.737 0.024 3.054
C 2.588 -1.336 3.265
C 1.644 -1.790 2.325
N 1.238 -0.758 1.564
N 1.893 0.307 2.037
C 1.135 -3.157 2.136
H 3.374 1.081 4.776
H 4.652 0.752 3.590
H 3.456 2.031 3.273
H 3.101 -1.929 4.003
H 1.715 1.221 1.622
H 1.521 -3.805 2.932
H 0.038 -3.179 2.171
H 1.454 -3.571 1.169
*
```

Orbital gap (alpha / beta) (hartree): 0.1896 / 0.1574
E (eV): -60200.6992

=====

Which formula does entry 1 have?
C22H41ClCoNOP3